Entry one
Density functional theory data (the ωB97M-V functional and the def2-TZVPD basis) for an isolated ion of composition C3H10N and charge +1.

Its structure (SMILES) is CC[NH2+]C. Its net charge is +1. The calculation puts the HOMO-LUMO gap at 13.237 eV.

Each line ends with the Löwdin charge.
CARTESIAN COORDINATES (ANGSTROEM)
C1 -1.89986 0.08232 -0.02213  -0.08
C2 -0.47116 -0.01634 0.59550  -0.20
N1 0.52622 0.19181 -0.49777  -0.02
C3 1.89103 -0.23435 0.04978  0.02
H1 -2.33767 1.05746 -0.39433  0.10
H2 -1.88904 -0.77363 -0.80881  0.10
H3 -2.79679 -0.15314 0.68269  0.12
H4 -0.22680 -0.99232 0.99973  0.13
H5 -0.35812 0.82778 1.27172  0.13
H6 0.68443 1.22464 -0.90251  0.25
H7 0.16110 -0.38282 -1.27234  0.17
H8 2.49970 0.66567 -0.13703  0.11
H9 1.85364 -0.57270 1.04397  0.09
H10 2.36332 -0.92439 -0.60847  0.09

Entry two
Density functional theory data (the ωB97M-V functional and the def2-TZVPD basis) for a 2-piece molecular cluster, C3H10N overall.

Its net charge is +1. The calculation puts the HOMO-LUMO gap at 9.901 eV.

Each line ends with the Löwdin charge.
CARTESIAN COORDINATES (ANGSTROEM)
C1 -1.54536 -2.43413 -2.06035  -0.08
H1 -0.84276 -1.66449 -2.48952  0.01
H2 -2.23162 -2.04174 -1.10753  0.08
H3 -2.07282 -2.70929 -2.96819  0.01
H4 -0.96135 -3.25521 -1.71139  -0.02
C2 0.77939 2.51519 1.05601  0.04
C3 0.98542 -0.00549 1.64630  0.23
N1 0.60037 1.00730 0.89499  0.01
H5 0.02176 2.86193 0.38807  0.10
H6 0.71900 2.76276 2.08664  0.09
H7 1.79683 2.83628 0.75506  0.12
H8 1.52901 0.36226 2.45191  0.11
H9 0.85161 -0.93478 1.11421  0.13
H10 0.37053 0.69941 -0.05622  0.16

Entry three
Density functional theory data (the ωB97M-V functional and the def2-TZVPD basis) for an isolated ion of composition C3H10N and charge +1.

Its structure (SMILES) is CCC[NH3+]. Its net charge is +1. The calculation puts the HOMO-LUMO gap at 12.236 eV.

Each line ends with the Löwdin charge.
CARTESIAN COORDINATES (ANGSTROEM)
C1 -0.66859 1.77849 0.36936  -0.09
C2 -0.69437 0.25514 0.26101  -0.25
C3 0.61555 -0.26730 -0.32311  -0.17
N1 0.69395 -1.75746 -0.35185  0.19
H1 -0.48752 2.30393 -0.55679  0.08
H2 0.10037 2.11459 1.07502  0.09
H3 -1.60900 2.08948 0.81785  0.09
H4 -1.53948 -0.03315 -0.37452  0.12
H5 -0.86545 -0.19214 1.25365  0.12
H6 1.44692 0.10477 0.28074  0.14
H7 0.73248 0.12550 -1.33315  0.14
H8 1.36734 -2.07734 -1.05363  0.18
H9 -0.15470 -2.28148 -0.57617  0.18
H10 1.06249 -2.16302 0.51160  0.18

Entry four
Density functional theory data (the ωB97M-V functional and the def2-TZVPD basis) for a 2-piece molecular cluster, C3H10N overall.

Its net charge is +1. The calculation puts the HOMO-LUMO gap at 10.348 eV.

Each line ends with the Löwdin charge.
CARTESIAN COORDINATES (ANGSTROEM)
N1 1.25945 -1.38552 0.71040  0.27
H1 2.21895 -1.26550 0.39148  0.15
H2 1.14535 -1.41389 1.72280  0.15
H3 0.93789 -2.30312 0.39210  0.15
H4 0.59709 -0.62757 0.24109  0.09
C1 -1.06862 1.40963 0.47115  -0.09
C2 -0.16697 0.79652 -0.56569  -0.28
C3 -0.53822 -0.16915 -1.42337  0.01
H5 -0.44842 1.62345 1.35245  0.08
H6 -1.84698 0.73477 0.83886  0.08
H7 -1.57092 2.32560 0.17763  0.09
H8 0.81458 1.26941 -0.71040  0.12
H9 0.25343 -0.73126 -1.92508  0.08
H10 -1.58660 -0.26337 -1.67343  0.09

Decreasing stability: entry three, entry one, entry four, entry two